Entry 1:
This record from the OMol25 dataset describes a 2-piece molecular cluster, C4H8NO overall in a non-equilibrium geometry. The level of theory is wB97M-V/def2-TZVPD.

Geometry as XYZ:
```
14
Properties=species:S:1:pos:R:3:forces:R:3:mulliken_charge:R:1
C -0.96118 -0.32544 -1.49196 0.69 -1.38 0.06 -0.5446
C -1.59181 0.15024 -0.11757 -0.62 0.86 1.45 -0.1978
C 2.48587 -1.19032 0.18587 -2.45 0.96 -2.31 -0.7579
C -0.74945 1.15718 0.80700 0.62 -3.66 -1.60 -1.0014
N -2.00171 0.37461 -1.45345 0.62 0.87 1.04 0.5520
O -2.86465 1.06070 -2.05647 -1.18 0.87 -1.05 -0.8518
H 1.41479 -0.79308 0.28151 1.21 -1.14 0.02 0.0302
H -2.42408 -0.33256 0.48862 1.20 -0.21 -0.49 0.2817
H 2.48785 -2.28576 -0.01522 -0.07 0.92 0.00 0.2266
H 2.95457 -0.97648 1.11551 0.93 0.43 0.42 0.3047
H 2.75540 -0.56773 -0.75811 0.40 -1.23 1.81 0.1900
H -0.02431 0.37897 1.24512 -0.75 1.40 -0.11 0.0919
H -1.34125 1.55142 1.60198 -0.24 0.87 0.39 0.3888
H -0.14004 1.79824 0.16716 -0.35 0.45 0.37 0.2875
```
Positions in Å, forces in eV/Å.

Output
Max |F|, eV/Å: 4.0
Net charge: -1
Highest occupied orbital energy, eV: -2.864



Entry 2:
This record from the OMol25 dataset describes a 2-piece molecular cluster, C4H12O2 overall in a non-equilibrium geometry. The level of theory is wB97M-V/def2-TZVPD.

Geometry as XYZ:
```
18
Properties=species:S:1:pos:R:3:forces:R:3:mulliken_charge:R:1
C -0.10287 1.99919 -2.41309 -0.47 0.69 -1.30 -1.1356
C 0.33127 1.38460 -1.13975 0.66 -0.69 1.47 -0.1188
C 0.25720 -0.15787 -1.05570 -0.56 0.47 -1.12 -0.5799
O 1.00112 -0.65421 -0.01058 0.18 -1.14 2.72 -0.3746
C 0.20955 -0.83722 1.22077 0.49 0.99 -0.85 -0.5937
H -0.95786 1.51653 -2.91573 0.22 0.15 0.26 0.3085
H 0.76454 1.97576 -3.09402 -0.58 0.11 -0.11 0.2936
H -0.36252 3.05182 -2.21019 0.07 -0.33 -0.43 0.3160
H 1.39650 1.67972 -1.07948 -0.38 -0.41 0.63 0.1956
H -0.18941 1.82324 -0.26685 0.22 -0.21 -0.33 0.2361
H -0.77572 -0.53908 -0.94075 0.07 0.42 -0.43 0.3451
H 0.67555 -0.59378 -1.98328 -0.22 0.19 0.24 0.3410
H 0.85845 -0.87928 2.11171 -0.08 -0.04 -0.71 0.2785
H -0.42900 -1.73649 1.20783 0.37 0.18 -0.42 0.1424
H -0.43752 0.05265 1.29851 0.07 -0.34 0.26 0.3158
O -0.35299 -2.66373 3.68504 -1.23 -0.09 0.29 -0.6189
H -0.79861 -2.77797 4.55489 0.45 0.10 -0.94 0.3145
H -1.08764 -2.64392 3.03070 0.74 -0.06 0.78 0.3343
```
Positions in Å, forces in eV/Å.

Output
Max |F|, eV/Å: 3.0
Highest occupied orbital energy, eV: -9.499



Entry 3:
This record from the OMol25 dataset describes one molecule with the formula C18H29N3O4S2 in a non-equilibrium geometry. The level of theory is wB97M-V/def2-TZVPD.

Geometry as XYZ:
```
56
Properties=species:S:1:pos:R:3:forces:R:3:mulliken_charge:R:1
C 0.42401 -4.46767 -0.68740 0.06 0.23 0.14 -1.4785
C 0.09454 -3.14464 -0.00581 -0.25 -0.10 -0.08 -0.0939
C -1.02608 -2.37339 -0.70202 0.20 0.11 -0.18 -0.2747
C -0.61014 -1.85686 -2.08105 0.05 -0.18 0.32 -0.8247
O -1.48959 -0.88832 -2.61594 -0.11 0.16 -0.12 -0.2099
C -2.71998 -1.38566 -3.11438 -0.17 -0.05 -0.27 -0.5914
C -3.37608 -0.31665 -3.98999 0.18 0.02 0.45 -0.5198
C -3.86878 0.88933 -3.18295 -0.31 -0.18 -0.36 -1.1151
N -2.78742 1.49463 -2.44030 0.51 0.10 0.32 -0.0471
C -1.97688 2.41249 -3.00267 -0.18 0.08 0.04 0.2710
S -2.36631 3.31914 -4.32442 -0.10 0.31 -0.57 -0.4069
N -0.74957 2.61747 -2.42058 0.15 0.12 -0.10 -0.1657
C -0.19817 1.93998 -1.34272 0.23 -0.37 0.47 0.3593
C 1.13673 1.52787 -1.40257 -0.21 0.05 0.00 -1.0752
C 1.68727 0.80382 -0.36371 0.11 -0.05 0.06 -0.3200
C 0.91840 0.51049 0.74822 0.31 -0.32 0.41 0.3612
S 1.59362 -0.44568 2.09231 -0.04 0.51 0.05 1.2654
O 2.79648 -1.09608 1.65041 0.07 0.22 -0.15 -0.7683
O 0.55610 -1.24811 2.66952 -0.20 0.15 0.12 -0.7384
N 1.94130 0.77754 3.20213 -0.44 -0.62 -0.68 0.1512
C 2.03814 0.30179 4.57111 -0.06 -0.15 0.55 -0.4516
C 2.17750 1.51444 5.49049 -0.16 -0.27 -0.11 -0.6554
O 3.30865 2.28089 5.14549 0.18 -0.01 0.13 -0.3818
C 3.23369 2.72620 3.81400 -0.08 -0.04 -0.38 -0.7725
C 3.10803 1.55426 2.83656 0.46 0.41 0.00 -0.2603
C -0.38408 0.96118 0.85044 -0.06 -0.02 -0.01 -0.7199
C -0.94536 1.67686 -0.18845 0.14 0.08 0.03 -0.6924
H 0.82216 -4.30666 -1.68615 0.05 -0.08 -0.14 0.3240
H 1.17002 -5.00682 -0.10966 0.09 -0.13 -0.01 0.4338
H -0.46519 -5.09039 -0.76502 -0.08 -0.10 -0.04 0.3306
H 0.98957 -2.52035 0.04233 0.04 0.01 0.03 -0.0029
H -0.21016 -3.33490 1.02417 0.08 0.04 0.02 0.4086
H -1.90475 -3.01607 -0.79662 -0.09 0.01 0.05 0.5217
H -1.29605 -1.51419 -0.08318 -0.09 0.03 -0.05 0.1484
H 0.35165 -1.34190 -1.99994 0.00 -0.12 -0.01 0.1942
H -0.50964 -2.68867 -2.79097 0.05 0.07 0.00 0.4274
H -2.53353 -2.28750 -3.71473 0.00 0.02 0.09 0.4313
H -3.38953 -1.65870 -2.28532 0.04 -0.05 -0.05 0.2895
H -4.21893 -0.76162 -4.51873 -0.03 -0.03 -0.05 0.4681
H -2.64587 0.02728 -4.72417 -0.02 -0.02 -0.09 0.2211
H -4.28687 1.64183 -3.85463 -0.01 -0.10 0.18 0.4937
H -4.63449 0.57906 -2.46663 -0.01 0.02 -0.05 0.3751
H -2.30630 0.82267 -1.84987 -0.04 0.11 -0.07 0.1123
H -0.11536 3.14472 -3.00660 -0.24 -0.04 0.05 0.2893
H 1.72378 1.75605 -2.27968 0.05 -0.03 -0.11 0.3770
H 2.70034 0.43503 -0.40797 0.14 -0.01 -0.08 0.5663
H 1.13157 -0.26241 4.78646 0.07 0.02 0.20 0.3830
H 2.91203 -0.35442 4.69218 -0.06 0.03 0.08 0.3220
H 2.32551 1.20003 6.52432 -0.10 -0.02 -0.08 0.3538
H 1.27062 2.13256 5.41633 0.04 -0.06 0.04 0.3296
H 4.15075 3.28663 3.62638 -0.10 -0.02 -0.08 0.3664
H 2.36336 3.38846 3.68888 0.09 -0.01 -0.01 0.3425
H 2.96783 1.92215 1.81892 0.15 0.12 0.02 0.2568
H 4.01346 0.93209 2.87331 -0.04 0.10 -0.03 0.2928
H -0.94118 0.73217 1.74456 -0.18 0.04 0.09 0.5229
H -1.95086 2.05853 -0.10369 -0.07 0.00 0.00 0.5763
```
Positions in Å, forces in eV/Å.

Output
Max |F|, eV/Å: 1.0
Highest occupied orbital energy, eV: -8.318



Entry 4:
This record from the OMol25 dataset describes a 6-piece molecular cluster, C24H36O12 overall in a non-equilibrium geometry. The level of theory is wB97M-V/def2-TZVPD.

Geometry as XYZ:
```
72
Properties=species:S:1:pos:R:3:forces:R:3:mulliken_charge:R:1
O -0.09210 2.28855 -3.73693 -0.70 -3.51 -0.62 -0.6615
C -0.52667 1.14845 -3.99137 1.50 4.49 0.45 0.5810
C 0.00588 0.07823 -4.92810 0.21 0.56 -0.61 -0.6251
C -0.89701 -1.03175 -4.58472 0.65 -2.35 -0.79 -0.1205
C -2.15905 -0.39604 -4.17368 -0.84 -0.68 0.80 -0.0229
O -1.74892 0.80687 -3.54690 0.08 0.28 -0.01 -0.2816
H -0.19518 0.40428 -5.94857 -0.11 0.42 -0.08 0.3308
H 1.04326 -0.25476 -4.96061 0.11 0.74 0.68 0.3225
H -1.03096 -1.69762 -5.43723 -0.08 -0.24 0.12 0.4799
H -0.42147 -1.59188 -3.77960 -0.36 -0.19 0.20 -0.1738
H -2.81108 -0.20034 -5.02494 -0.13 0.23 0.07 0.3508
H -2.65923 -1.00762 -3.42274 -0.38 0.21 -0.10 -0.1751
O 3.75915 -0.40929 3.14648 2.05 0.44 -2.56 -0.5033
C 4.56679 -0.40518 2.22893 -0.44 -1.46 2.52 0.4838
C 6.09019 -0.66064 2.30181 0.39 0.02 0.77 -0.6241
C 6.60578 -0.24528 0.95059 -0.28 0.59 0.19 -0.5835
C 5.39004 -0.59753 0.08757 1.20 0.76 -0.21 -0.5128
O 4.24423 -0.38911 0.91421 -0.49 0.20 -0.68 -0.1730
H 6.55476 -0.17146 3.15794 -0.21 0.18 -0.09 0.3818
H 6.31462 -1.71884 2.43579 -0.56 -0.25 0.16 0.2595
H 6.75217 0.83468 0.96953 -0.08 0.14 -0.24 0.2533
H 7.54920 -0.66834 0.60550 -0.20 -0.32 0.12 0.3655
H 5.41717 0.09822 -0.75106 -0.74 -0.21 -0.16 0.3316
H 5.46913 -1.62463 -0.26868 -0.40 -0.10 0.06 0.3234
O 1.00274 -1.07958 2.52709 -0.05 1.16 -2.51 -0.6175
C 1.07976 -0.71208 1.35805 -0.03 -2.66 2.62 0.6372
C 1.13863 -1.68125 0.17219 -0.52 0.91 -0.29 -0.4075
C 0.45288 -0.81898 -0.89746 1.22 -0.52 -0.20 0.5942
C 0.98479 0.57431 -0.51401 -0.25 -0.30 -0.42 -0.5351
O 1.06592 0.54804 0.94128 -0.43 0.92 -0.83 -0.2243
H 2.16901 -1.84352 -0.14419 0.10 -0.16 0.37 0.1638
H 0.61848 -2.61786 0.37292 0.28 0.12 0.24 0.0358
H 0.86697 -1.11446 -1.86147 -0.29 0.15 -0.35 0.0651
H -0.61811 -1.02111 -0.88239 0.04 0.82 0.02 -0.2039
H 1.97890 0.78331 -0.90917 0.37 -0.57 0.15 0.2644
H 0.41967 1.38391 -0.97584 -0.58 0.14 1.05 0.2169
O -0.91085 3.05828 0.97102 0.97 0.27 0.28 -0.6242
C -1.95780 2.64790 0.57512 0.03 1.31 1.36 0.5452
C -3.28237 3.32363 0.69319 0.77 0.79 -0.23 -0.6091
C -4.02673 2.65694 -0.43125 -1.31 1.57 -0.63 -0.7649
C -3.36900 1.31205 -0.51694 -2.46 -0.89 -0.23 0.1127
O -2.10556 1.50177 -0.00112 2.04 -2.21 -1.10 -0.0603
H -3.66809 3.12790 1.69369 -0.18 0.08 -0.03 0.2460
H -2.99434 4.36810 0.57395 -0.79 0.18 0.11 0.3259
H -5.10831 2.74689 -0.33024 -0.07 -0.83 0.36 0.4217
H -3.90281 3.17141 -1.38418 0.60 0.29 0.01 0.2811
H -3.88554 0.58916 0.11451 0.00 -0.28 -0.19 0.2318
H -3.36111 0.96678 -1.55078 0.39 -0.25 0.25 -0.1054
O 1.64741 0.71957 4.65781 -1.68 1.45 0.74 -0.5709
C 0.97409 1.73872 4.75491 1.96 -3.49 -2.36 0.4282
C -0.30189 2.08821 4.03971 -0.10 0.24 0.79 0.7265
C -0.39247 3.57637 4.33163 -2.74 0.33 -0.86 -0.4687
C 0.60725 3.92123 5.35554 1.50 -0.10 0.14 -0.4056
O 1.47749 2.77690 5.35787 1.08 2.10 1.82 -0.3798
H -0.27598 1.90854 2.96493 0.19 -0.44 0.28 -0.7007
H -1.10521 1.54334 4.53559 -0.11 -0.18 -0.32 0.3429
H -0.29636 4.12629 3.39544 0.15 0.15 0.18 0.2380
H -1.37643 3.79193 4.74812 -0.23 0.26 -0.32 0.2657
H 1.16925 4.80028 5.04006 0.30 -0.09 0.25 0.2650
H 0.26406 4.08386 6.37724 -0.27 -0.09 -0.08 0.2461
O -4.04300 -1.87517 -1.02372 2.29 -3.89 -1.38 -0.6636
C -3.30720 -2.89175 -1.29337 -6.60 4.16 1.81 0.2907
C -3.76049 -4.30577 -1.55226 -0.60 0.21 0.33 -0.4370
C -2.46777 -5.06130 -1.72538 -0.12 -0.37 0.57 -0.5881
C -1.40033 -4.04368 -1.23888 0.65 -0.55 -1.82 -0.4826
O -2.05626 -2.74732 -1.33938 3.98 -0.71 0.21 0.0634
H -4.33995 -4.74494 -0.74020 -0.10 0.58 0.19 0.2958
H -4.43067 -4.29156 -2.41177 0.15 -0.06 -0.09 0.2710
H -2.49348 -5.94916 -1.09359 0.28 -0.04 -0.17 0.3203
H -2.42959 -5.37897 -2.76736 0.87 0.12 0.08 0.2575
H -0.90909 -4.18254 -0.27581 -0.85 0.01 0.34 0.3578
H -0.56123 -4.06359 -1.93433 -0.02 0.40 -0.14 0.3319
```
Positions in Å, forces in eV/Å.

Output
Max |F|, eV/Å: 8.0
Highest occupied orbital energy, eV: -8.308



Entry 5:
This record from the OMol25 dataset describes a 2-piece molecular cluster, C5H11NO overall in a non-equilibrium geometry. The level of theory is wB97M-V/def2-TZVPD.

Geometry as XYZ:
```
18
Properties=species:S:1:pos:R:3:forces:R:3:mulliken_charge:R:1
C -2.61126 0.10082 0.81570 -0.18 -1.41 -0.81 -0.7139
C -2.16069 -0.10184 -0.42800 0.16 1.70 -0.73 -0.2425
C -0.77672 0.13077 -0.83539 1.88 -0.13 -0.01 -0.5208
C 0.04028 1.12875 -0.46534 -1.25 -0.94 1.39 -0.2164
C 1.51972 1.05920 -0.50990 1.00 1.18 -0.24 -0.5423
N 2.02476 0.85152 0.85068 -0.82 -0.63 0.17 -0.6088
H -3.67733 0.01713 0.98746 0.03 0.17 0.24 0.2760
H -1.93435 0.02352 1.65649 0.02 0.54 0.04 0.3151
H -2.77434 -0.14332 -1.33023 -0.65 -0.37 0.58 0.2939
H -0.25333 -0.55479 -1.51448 -0.58 -0.31 -0.01 0.4966
H -0.36349 1.87734 0.21524 0.07 0.15 -0.15 0.3679
H 1.90101 0.32957 -1.23046 -0.19 -0.06 -0.12 0.2973
H 1.88572 2.05512 -0.79967 0.12 -0.26 -0.20 0.3685
H 1.88260 -0.12052 1.11548 -0.01 0.13 0.06 0.2347
H 2.99937 1.05306 0.96724 0.38 0.18 -0.27 0.2092
O 0.91999 -2.42711 0.48382 0.34 -0.24 0.26 -0.6230
H 0.35572 -1.95171 -0.12790 -0.20 -0.01 -0.17 0.3089
H 1.02232 -3.32752 0.14927 -0.13 0.31 -0.02 0.2996
```
Positions in Å, forces in eV/Å.

Output
Max |F|, eV/Å: 2.1
Highest occupied orbital energy, eV: -9.040



Entry 6:
This record from the OMol25 dataset describes a 2-piece molecular cluster, C6H11ClNP overall in a non-equilibrium geometry. The level of theory is wB97M-V/def2-TZVPD.

Geometry as XYZ:
```
20
Properties=species:S:1:pos:R:3:forces:R:3:mulliken_charge:R:1
C 3.24359 0.08649 0.60896 3.61 1.11 -0.93 -1.1369
C 2.08830 -0.56343 0.73044 1.33 -2.95 3.30 0.0380
C -0.11569 -1.29704 0.20671 -1.31 0.62 -0.66 -0.3771
C 1.05968 -0.54384 -0.16313 -2.82 -0.89 -0.09 0.9546
C 0.94474 0.44950 -1.24888 2.00 1.68 1.31 -0.4601
C -1.33310 -1.23856 -0.43854 2.00 -0.95 1.03 -0.5955
N -2.96105 1.28615 0.98914 -0.88 -2.27 0.14 -0.5409
P -2.05913 1.84594 -0.39319 1.83 0.86 3.95 0.1623
Cl -2.76718 -1.83862 0.26145 -0.43 -0.71 0.32 -0.1986
H 4.24032 0.10031 1.13199 -1.77 -0.68 0.55 0.2573
H 3.51663 0.54569 -0.33294 -0.65 0.48 -0.22 0.1973
H 2.03542 -1.36164 1.58984 -0.23 1.80 -1.41 0.1389
H -0.14299 -1.80185 1.16198 0.27 0.01 0.21 0.2753
H 0.11181 1.10458 -0.93577 0.49 -0.24 -0.66 -0.2521
H 1.93121 1.09939 -1.13719 -2.22 -1.26 -1.27 0.2482
H 0.72589 -0.04679 -2.18383 0.30 0.35 -0.55 0.2634
H -1.47353 -1.04960 -1.45929 -0.01 0.84 -1.14 0.5096
H -2.53164 1.22092 1.92157 0.25 0.56 -0.91 0.2742
H -3.51883 0.35356 0.93949 1.14 2.42 -0.42 0.2503
H -2.99444 1.64885 -1.24880 -2.89 -0.78 -2.53 -0.0079
```
Positions in Å, forces in eV/Å.

Output
2S+1: 3
Max |F|, eV/Å: 4.6
⟨S²⟩: 2.060
Highest occupied orbital energy (spin up / spin down), eV: -6.660 / -9.341



Entry 7:
This record from the OMol25 dataset describes one molecule with the formula C4H10P2 in a non-equilibrium geometry. The level of theory is wB97M-V/def2-TZVPD.

Geometry as XYZ:
```
16
Properties=species:S:1:pos:R:3:forces:R:3:mulliken_charge:R:1
C 2.91195 1.86193 0.20963 -3.78 -0.44 0.74 -0.7487
P 1.27587 1.68324 0.54357 1.32 -0.73 -1.20 -0.0066
C 0.98512 0.02016 -0.13317 -3.11 2.49 1.54 -0.6881
P -0.57900 -0.55290 0.31372 1.62 -0.26 -0.77 0.5984
C -1.79164 0.76355 0.20976 -0.83 -1.08 3.45 -1.1823
C -1.05143 -1.89839 -0.76774 -1.85 -2.27 -2.30 -1.1017
H 3.42316 2.66126 0.53660 1.46 3.14 1.02 0.3267
H 3.52586 1.08749 -0.01183 1.59 -2.48 -1.17 0.2173
H 1.81393 -0.58315 -0.10157 1.72 -1.75 -0.25 0.3590
H -0.86597 -1.25229 1.50105 -0.01 0.28 0.48 0.0360
H -1.44365 1.66825 0.66389 0.70 0.51 0.10 0.4514
H -2.64911 0.48799 0.96823 0.93 0.25 -2.41 0.2978
H -1.86536 0.92219 -0.82304 -1.28 0.26 -1.40 0.4029
H -0.51315 -2.01205 -1.77400 -0.42 0.59 1.65 0.3307
H -1.01594 -2.89213 -0.27068 0.64 0.65 0.02 0.3753
H -2.16065 -1.96513 -1.06443 1.31 0.84 0.48 0.3320
```
Positions in Å, forces in eV/Å.

Output
Max |F|, eV/Å: 4.3
Highest occupied orbital energy, eV: -7.188



Which energy relative to the best compared isomer or geometry (same formula, charge and spin) belongs to each record? In order, 2.6253, 0.9937, 0.3096, 3.2301, 2.4661, 0.2023, 1.3922 eV.